1.
{
  "formula": "C5H7O3P",
  "method": "ωB97M-V/def2-TZVPD",
  "lumo_energy_ha": 0.0176,
  "de_lowest_kcal_mol": 11.3,
  "smiles": "CO[P@]1(=O)C=CC=CO1",
  "symbols": ["C", "O", "H", "C", "H", "O", "P", "C", "O", "C", "C", "H", "H", "H", "H", "H"],
  "xyz": [[1.27749, 0.72442, -1.59224], [1.14124, 0.14342, 2.39225], [1.02142, -0.81067, -3.07139], [1.02968, -1.65309, -1.13307], [-1.52830, -0.61246, 2.63917], [-0.85297, -0.00891, 0.83617], [0.67782, 0.01580, 1.01364], [-1.90114, -0.33650, 1.73316], [0.92166, -1.62731, 0.22533], [1.27034, 1.13014, -0.32612], [1.12471, -0.64634, -1.99393], [1.51873, 1.36972, -2.48704], [1.05949, -2.71209, -1.45440], [1.45011, 2.16775, 0.12005], [-2.49940, 0.57585, 1.96908], [-2.53154, -1.10426, 1.22473]],
  "forces_ev_per_a": [[0.63, 0.43, -1.51], [0.33, -0.18, -0.27], [0.38, -0.36, 0.55], [-0.21, -2.06, 1.20], [1.12, -1.37, 2.44], [-1.28, 0.75, -0.69], [1.12, -1.86, -2.42], [-1.86, 1.13, -2.04], [0.60, 2.84, 0.24], [-0.52, 0.99, 2.98], [-0.57, 0.57, -0.74], [-0.26, -0.18, 1.47], [-0.17, 0.75, -0.02], [-0.11, -1.44, -1.23], [0.30, -0.58, -0.65], [0.48, 0.58, 0.68]],
  "mulliken_charge": [0.000, -0.678, 0.294, -0.161, 0.358, -0.227, 0.854, -0.661, -0.412, -0.501, -0.265, 0.288, 0.337, 0.299, 0.242, 0.232]
}

---

2.
{
  "formula": "C23H40F7N3O3PSi",
  "method": "ωB97M-V/def2-TZVPD",
  "lumo_energy_ha": -0.0866,
  "charge": 1,
  "symbols": ["H", "F", "C", "C", "O", "H", "H", "H", "F", "H", "H", "C", "H", "N", "H", "N", "C", "H", "C", "H", "H", "H", "C", "H", "F", "F", "H", "H", "H", "C", "H", "F", "H", "H", "H", "O", "H", "C", "C", "C", "Si", "H", "H", "F", "N", "H", "C", "C", "C", "H", "C", "H", "C", "H", "H", "C", "P", "H", "C", "H", "H", "H", "C", "C", "H", "H", "C", "H", "C", "H", "C", "C", "H", "F", "H", "H", "O", "H"],
  "xyz": [[-3.17322, -2.05454, -2.19196], [-4.40590, 0.14984, -0.46869], [-3.32696, -1.86879, -1.13675], [-1.26340, -0.02495, -3.69160], [2.83005, 1.00686, -2.26606], [-2.70849, 0.74301, -2.23289], [3.75654, 0.93591, 8.22790], [3.65812, 2.39723, 7.22539], [-2.05149, 2.97387, -4.43588], [2.31391, -2.15667, -2.44774], [3.24500, -2.48189, -3.91902], [1.49305, 0.96909, -1.82989], [-3.53352, -2.84011, -0.70250], [-0.00492, -0.47412, -0.38623], [5.06690, 1.33065, 7.10434], [-1.78634, -1.04286, 0.76555], [-2.80877, 1.96804, -3.95323], [-1.85381, -0.47716, -4.47780], [1.88568, 0.49023, 6.18458], [2.10987, 1.27485, -5.26006], [-1.35265, 2.08667, 0.87670], [-0.41208, 0.43098, -4.18947], [-2.33317, -1.28480, 3.65135], [-1.66587, 2.93049, 2.36581], [-3.26958, 1.24209, -5.00419], [-4.99823, 1.64144, -3.13660], [-4.02939, -3.58479, 1.37081], [-1.38718, -1.77861, 3.84380], [1.18322, -0.07992, 1.98452], [-3.09484, -3.33502, 1.85694], [1.66229, 0.56008, 0.23010], [-0.43875, 1.27837, 3.95897], [0.33979, -1.28834, -2.99599], [-3.07010, -1.76643, 4.28978], [0.51949, 1.98010, 2.37265], [3.47820, -0.64908, 4.31754], [-2.27062, -3.70856, 1.25602], [-0.55759, -0.52460, 0.84921], [3.98959, 1.35780, 7.24908], [3.18102, -1.86121, -3.03134], [3.31896, -0.04015, -3.48448], [-1.32680, 1.76947, -2.49227], [1.26074, 1.96654, -1.46077], [-4.53881, 3.59704, -3.97090], [3.33275, 0.59628, 6.20333], [5.46064, -0.04505, -4.71241], [2.39223, 0.24042, -5.08896], [5.13030, 0.32584, -3.74960], [-4.05446, 2.57717, -3.26441], [-0.08552, -0.84505, 2.84670], [0.10922, -0.09004, 2.09451], [3.09555, -0.01182, -5.87994], [-1.52897, 1.94244, 1.93826], [2.03397, -0.83859, -0.71670], [1.53891, -0.41548, -5.23759], [-4.56148, -1.00416, -1.07966], [-3.04401, -1.49257, 1.98779], [5.32062, 1.38872, -3.64359], [-0.91802, -0.97696, -1.29449], [1.50539, 0.88547, 5.24440], [-3.07595, -3.76877, 2.84817], [0.78846, 0.77016, -2.62989], [-0.31879, 1.31757, 2.58528], [-2.01401, 1.09048, -2.99006], [-2.30664, -0.24177, 3.93233], [1.45665, 1.04759, 7.01273], [-2.06165, -1.30253, -0.59315], [1.58937, -0.55706, 6.25733], [4.00780, -0.02660, 5.22390], [5.69336, -0.19399, -2.97753], [1.36240, 0.00951, -0.64827], [-0.70948, -1.15635, -2.76486], [4.05210, -2.11275, -2.42797], [-3.72954, 3.02344, -2.04066], [5.10058, 0.09201, 5.29897], [-2.45506, 1.39716, 2.09349], [-5.55636, -1.29420, -1.59313], [-1.18032, -2.08856, -3.04901]],
  "forces_ev_per_a": [[0.02, -0.10, -0.28], [0.40, 1.12, 0.65], [0.67, 0.22, 0.33], [0.49, -0.07, 0.20], [-0.37, -0.52, -0.06], [-0.08, -0.23, 0.08], [0.04, 0.04, 0.03], [0.04, 0.01, 0.03], [0.10, 0.02, -0.09], [-0.23, -0.12, -0.10], [-0.14, -0.07, -0.23], [0.30, 0.53, 0.28], [-0.31, -0.13, 0.09], [-0.52, 0.16, 0.55], [0.02, -0.02, -0.03], [0.13, -0.44, -0.53], [-0.23, -0.38, 0.26], [-0.24, -0.05, -0.02], [0.06, -0.03, -0.09], [-0.16, 0.16, 0.02], [-0.03, -0.10, -0.23], [0.06, 0.02, -0.25], [0.16, -0.14, -0.24], [-0.03, 0.14, 0.08], [0.04, 0.19, -0.09], [0.08, 0.09, 0.10], [-0.16, -0.22, -0.03], [0.08, -0.06, 0.06], [0.23, -0.21, -0.08], [0.34, 0.57, -0.41], [0.14, 0.03, 0.18], [-0.29, -0.04, 0.25], [0.24, -0.13, 0.14], [-0.26, -0.06, 0.02], [0.14, 0.11, 0.12], [-0.09, -0.03, -0.09], [0.14, -0.22, 0.08], [0.32, -0.23, -0.42], [-0.17, -0.08, -0.03], [0.19, 0.35, 0.41], [0.72, -0.12, -0.68], [0.09, 0.04, 0.23], [-0.17, 0.18, -0.04], [0.01, -0.26, 0.16], [0.06, -0.01, 0.09], [0.11, 0.06, -0.22], [0.05, 0.00, 0.24], [-0.56, -0.14, 0.56], [-0.03, 0.33, -0.31], [-0.02, 0.20, 0.18], [-0.15, 0.11, 0.23], [0.13, -0.07, -0.13], [-0.12, 0.11, 0.40], [0.04, -0.16, -0.30], [-0.25, 0.01, 0.04], [1.32, -0.53, 0.09], [-1.00, 0.24, 0.28], [0.14, 0.17, -0.19], [-1.04, -0.36, 0.10], [-0.10, 0.00, 0.06], [0.07, -0.13, 0.15], [0.04, -0.20, -0.17], [0.51, 0.10, -0.65], [-0.29, 0.27, -0.27], [0.18, 0.20, 0.09], [0.07, 0.03, 0.04], [1.50, 0.42, 0.10], [-0.07, 0.01, 0.02], [0.10, 0.13, -0.08], [0.20, 0.01, 0.08], [-0.17, -0.07, 0.16], [-0.16, 0.46, -0.16], [0.09, -0.05, 0.14], [-0.01, 0.01, -0.03], [-0.01, -0.04, 0.02], [-0.11, -0.21, -0.07], [-2.18, -0.58, -0.88], [-0.11, -0.24, 0.02]],
  "mulliken_charge": [0.331, -0.208, -1.412, -1.082, -0.619, -0.285, 0.331, 0.334, -0.329, 0.283, 0.414, 0.281, 0.735, 0.481, 0.299, 0.403, 1.033, 0.561, -0.818, 0.366, 0.354, 0.183, -1.218, 0.479, -0.319, -0.243, 0.360, 0.451, 0.778, -1.062, 0.261, -0.324, -0.563, 0.493, 0.366, -0.584, 0.322, 0.603, -0.917, -1.129, 0.641, 0.216, 0.251, -0.252, 0.148, 0.355, -1.116, -1.184, 0.602, 0.135, -1.427, 0.446, -1.520, 0.231, 0.314, 0.596, 0.137, 0.319, 0.461, 0.170, 0.461, -0.316, 0.487, 0.004, 0.381, 0.371, 0.452, 0.282, 0.108, 0.309, -0.662, -0.815, 0.390, -0.256, 0.271, 0.245, -0.482, 0.861]
}

---

3.
{
  "formula": "C15H21F5N2O5",
  "method": "ωB97M-V/def2-TZVPD",
  "lumo_energy_ha": -0.0893,
  "symbols": ["H", "C", "C", "H", "O", "C", "C", "F", "H", "F", "H", "C", "H", "C", "O", "C", "H", "H", "F", "H", "C", "C", "H", "H", "H", "O", "F", "C", "H", "H", "C", "C", "H", "H", "O", "O", "F", "N", "C", "C", "H", "N", "H", "H", "H", "H", "H", "C"],
  "xyz": [[-1.01265, 2.64494, -2.08102], [-1.16433, 1.47248, -0.31112], [1.64314, 3.49721, -1.13367], [2.03046, -0.94874, 1.26442], [-2.73281, -2.27137, 3.54900], [2.81595, -2.91539, 0.98191], [3.20570, 0.79840, -1.38391], [-1.92194, -1.68234, -1.63439], [3.17493, 3.52938, 0.38300], [-1.24015, 0.77526, -3.79850], [1.84612, 4.56343, -1.03757], [-1.41568, -0.46866, -1.74780], [5.16474, -0.08516, -1.04023], [2.64942, 2.77501, -0.20183], [0.29413, 3.32217, -0.70024], [-2.12924, 0.18362, -2.99825], [1.80564, 3.25893, -2.18755], [2.17921, 0.63283, -1.04729], [-2.71567, -0.76668, -3.71230], [2.12845, 2.13409, 0.52106], [-2.16552, 1.48167, 1.81759], [2.62180, -1.48021, 0.51121], [3.92171, -1.17495, -1.62502], [-1.05943, 3.11171, 1.07054], [3.21827, 0.83287, -2.48094], [-4.90607, -1.68124, 3.40434], [-3.06306, 1.05625, -2.62034], [-1.42961, 2.11705, 0.88770], [-5.01320, -4.35610, 3.61925], [3.51011, -3.43694, 0.32262], [-4.31285, -3.92257, 2.90396], [-0.33746, 2.22281, -1.32745], [-2.37992, 1.92870, 2.77562], [0.42816, 1.62200, -1.81276], [3.64382, 2.06934, -0.90384], [3.85587, -0.78513, 0.37478], [-0.10677, -0.63085, -1.94140], [-1.68293, 0.26546, -0.47479], [-2.64806, 0.20758, 1.51060], [4.11015, -0.33240, -0.94046], [-4.78558, -3.90752, 1.91998], [-2.43750, -0.39593, 0.38296], [-3.42681, -4.55527, 2.85620], [-3.23965, -0.29559, 2.28687], [1.85239, -3.42208, 0.87792], [2.07876, -1.51364, -0.43764], [3.10003, -2.98531, 2.02833], [-3.95208, -2.48910, 3.33043]],
  "forces_ev_per_a": [[-0.04, -0.33, -0.14], [0.45, 0.81, 0.31], [0.53, 0.54, 0.77], [-0.18, 0.07, -0.21], [0.07, 0.56, -0.24], [-0.45, 0.05, -0.38], [0.45, 0.59, -0.32], [-0.17, 0.02, 0.28], [0.04, -0.03, 0.02], [0.00, 0.28, 0.35], [-0.23, 0.06, -0.11], [-0.78, -1.27, -0.04], [-0.02, 0.26, 0.20], [0.19, 0.19, -0.20], [-0.11, -0.33, -0.29], [-0.03, -0.26, -0.74], [-0.17, -0.31, 0.05], [0.01, -0.27, -0.04], [0.03, 0.06, 0.21], [-0.11, -0.07, -0.16], [-0.15, -0.26, 0.29], [0.15, -0.29, 0.52], [0.08, 0.09, -0.10], [0.20, 0.01, -0.23], [-0.11, -0.04, 0.03], [0.29, 0.41, -0.23], [0.28, 0.08, 0.11], [0.26, 0.83, 0.10], [-0.10, 0.05, -0.07], [0.18, 0.01, 0.20], [0.12, -0.13, 0.04], [0.22, 0.63, -0.21], [-0.11, -0.07, 0.09], [-0.29, -0.35, -0.08], [-0.14, -0.33, 0.22], [0.20, 0.27, -0.06], [0.16, 0.70, 0.03], [0.77, -0.07, -1.23], [-1.08, -0.43, 1.86], [-0.59, -0.81, -0.09], [-0.11, 0.02, 0.06], [0.01, -0.22, -0.21], [0.02, 0.05, 0.02], [-0.03, -0.54, -0.37], [0.01, -0.03, 0.11], [-0.02, 0.20, -0.03], [0.30, 0.04, -0.07], [0.00, -0.43, -0.04]],
  "mulliken_charge": [0.233, 1.313, -0.616, 0.285, -0.730, -1.330, 0.387, -0.274, 0.345, -0.233, 0.354, 0.246, 0.397, -0.256, -0.429, 0.848, 0.415, -0.285, -0.244, 0.305, -0.775, 0.035, 0.407, 0.591, 0.258, -0.751, -0.249, -0.422, 0.271, 0.314, -0.935, -1.031, 0.454, 0.644, -0.435, -0.413, -0.179, 1.201, -0.025, -0.781, 0.212, -1.300, 0.302, 0.296, 0.377, 0.153, 0.315, 0.735]
}

---

Number 1 is which compound?
C5H7O3P